Density functional theory data (the ωB97M-V functional and the def2-TZVPD basis) for 2 unconnected molecules or ions with the total composition C5H9N in a non-equilibrium geometry.

XYZ file:
```
15
Properties=species:S:1:pos:R:3:forces:R:3:lowdin_charge:R:1
C 1.37499 1.68020 0.53482 4.1 0.7 1.2 -0.145
N 1.09943 -1.18213 0.19770 1.1 2.4 -0.8 0.098
C 0.14301 -0.22764 -0.17003 1.6 1.7 0.2 -0.502
C 0.19506 1.11796 0.05049 -3.1 -3.0 -0.9 -0.179
C -2.27692 -0.45584 -0.29925 2.4 -1.8 5.4 0.008
C -1.00812 -0.79844 -0.71179 -4.6 -2.1 -0.4 -0.251
H 1.22848 2.60573 1.09493 0.4 0.2 -0.5 0.080
H 2.24719 1.67555 -0.22708 -1.4 0.8 0.9 0.115
H 1.81386 0.96667 1.25679 -0.1 0.1 0.3 0.076
H 2.01528 -0.84071 -0.16908 -0.7 -2.0 0.8 0.117
H 0.70486 -2.10547 0.30614 1.1 -0.1 -0.6 0.090
H -0.83876 1.48609 0.20271 0.9 0.6 -1.0 0.108
H -1.37992 -0.46099 1.02812 -3.6 0.8 -2.1 0.234
H -3.10908 -1.21356 -0.04418 1.2 1.3 -1.6 0.049
H -0.94599 -1.73591 -1.25774 0.6 0.2 -0.9 0.103
```
Forces are in eV/Å.

## Properties
net charge: 0
multiplicity: 1
gap between HOMO and LUMO: 8.05 eV
ΔE to the lowest compared entry with this formula, charge and spin: 6.686 eV
calculated total energy: -6814.309 eV
HOMO energy: -7.8 eV

=====

Density functional theory data (the ωB97M-V functional and the def2-TZVPD basis) for a single C5H9N molecule.

XYZ file:
```
15
Properties=species:S:1:pos:R:3:forces:R:3:lowdin_charge:R:1
H -1.50151 -1.45038 2.31262 0.1 0.0 0.3 0.057
N -0.65282 -0.88078 2.23157 0.0 0.0 -0.2 0.148
C -0.54845 -0.56427 1.02003 0.1 0.1 0.0 -0.351
C -1.13666 -0.67138 -0.31214 -0.2 -0.1 -0.2 -0.034
C 0.17234 0.12594 -0.06257 0.0 0.0 0.1 -0.458
C 1.43093 -0.50458 -0.62794 0.0 -0.1 0.0 -0.039
C 0.05002 1.63209 -0.19324 0.0 0.0 0.0 -0.039
H -1.05283 -1.62605 -0.82345 0.0 0.1 -0.1 0.107
H -2.04101 -0.10096 -0.50453 0.1 -0.1 -0.1 0.107
H 2.34097 -0.09459 -0.17609 -0.2 0.0 0.0 0.083
H 1.42656 -1.58520 -0.45370 0.0 0.1 0.0 0.084
H 1.48136 -0.33694 -1.71116 0.0 0.0 0.2 0.085
H 0.88358 2.16020 0.28286 -0.1 -0.2 0.0 0.083
H -0.87776 1.98117 0.27064 0.1 0.0 0.0 0.084
H 0.02528 1.91572 -1.25290 0.0 -0.1 0.1 0.085
```
Forces are in eV/Å.

## Properties
net charge: 0
multiplicity: 1
gap between HOMO and LUMO: 10.26 eV
ΔE to the lowest compared entry with this formula, charge and spin: 1.581 eV
calculated total energy: -6819.414 eV
HOMO energy: -9.3 eV

=====

Density functional theory data (the ωB97M-V functional and the def2-TZVPD basis) for a single C5H9N molecule in a non-equilibrium geometry.

XYZ file:
```
15
Properties=species:S:1:pos:R:3:forces:R:3:lowdin_charge:R:1
C 2.10751 1.08825 0.62229 0.8 -0.8 0.0 -0.016
C 1.08197 0.30402 0.95806 0.4 -0.7 -0.2 -0.180
C 0.10158 -0.26373 0.03780 -0.5 1.5 0.2 -0.317
C 0.32093 -0.22247 -1.44525 -0.4 0.5 0.1 -0.074
C -1.15304 -0.40770 0.51994 -0.3 -2.1 -0.6 -0.167
N -2.22461 -0.56394 -0.35074 -0.3 0.3 -0.3 0.051
H 2.35046 1.36550 -0.39750 -0.3 0.0 0.0 0.045
H 2.93762 1.19423 1.31328 -0.3 0.6 0.2 0.046
H 0.95627 0.01889 2.00007 0.0 0.1 0.0 0.100
H 1.38575 -0.22770 -1.66304 -0.1 -0.1 -0.2 0.071
H -0.21085 -1.03812 -1.93740 0.2 -0.2 0.1 0.076
H -0.13054 0.67661 -1.88370 0.3 0.2 -0.1 0.083
H -1.33706 -0.87362 1.48518 0.1 1.0 0.5 0.120
H -2.25763 0.10174 -1.10885 0.2 -0.1 -0.1 0.081
H -3.15292 -0.69782 0.01482 0.2 -0.1 0.4 0.082
```
Forces are in eV/Å.

## Properties
net charge: 0
multiplicity: 1
gap between HOMO and LUMO: 8.50 eV
ΔE to the lowest compared entry with this formula, charge and spin: 1.450 eV
calculated total energy: -6819.545 eV
HOMO energy: -7.5 eV

=====

Density functional theory data (the ωB97M-V functional and the def2-TZVPD basis) for a single C5H9N molecule in a non-equilibrium geometry.

XYZ file:
```
15
Properties=species:S:1:pos:R:3:forces:R:3:lowdin_charge:R:1
C 0.10478 -1.14950 -3.02639 -0.5 -0.2 -0.8 -0.009
C 0.39710 -0.64077 -1.82493 0.3 -1.3 0.2 -0.197
C -0.34490 0.04737 -0.74914 0.6 0.2 -1.0 -0.117
C 0.12346 0.05577 0.49573 0.6 0.2 -0.1 -0.122
C -0.36543 0.94998 1.56915 -0.7 0.2 0.7 -0.301
N 0.17407 0.65045 2.91194 0.0 -0.2 -0.5 -0.022
H 0.88619 -1.40447 -3.73617 0.5 -0.4 0.7 0.045
H -0.82569 -1.45800 -3.50687 -0.5 1.1 0.6 0.052
H 1.39557 -0.94885 -1.52234 0.4 0.8 -0.1 0.093
H -1.02838 0.81694 -1.10622 -0.6 -0.4 0.4 0.115
H 1.02556 -0.49994 0.73934 -0.1 -0.3 -0.1 0.113
H -1.45902 0.85699 1.57430 0.0 0.3 -0.1 0.110
H -0.10442 1.99311 1.34300 -0.1 -0.2 0.0 0.118
H -0.44267 1.10424 3.57792 0.2 -0.2 0.2 0.060
H 0.13978 -0.35427 3.07911 -0.1 0.3 0.1 0.062
```
Forces are in eV/Å.

## Properties
net charge: 0
multiplicity: 1
gap between HOMO and LUMO: 9.44 eV
ΔE to the lowest compared entry with this formula, charge and spin: 2.092 eV
calculated total energy: -6818.903 eV
HOMO energy: -8.5 eV

=====

Density functional theory data (the ωB97M-V functional and the def2-TZVPD basis) for a single C5H9N molecule in a non-equilibrium geometry.

XYZ file:
```
15
Properties=species:S:1:pos:R:3:forces:R:3:lowdin_charge:R:1
C -2.12090 -0.28100 0.23412 -0.1 0.0 0.0 -0.119
C -0.83919 0.47888 -0.08888 0.0 0.0 0.0 -0.282
C 0.39830 -0.25589 0.42077 0.0 -0.1 0.1 -0.220
C 1.72298 0.41285 -0.01672 0.1 0.1 0.0 -0.181
C 2.46729 -0.38754 -0.99316 0.5 -0.6 -0.7 -0.234
N 3.04938 -1.04343 -1.74843 -0.6 0.7 0.7 0.133
H -2.20547 -0.47799 1.30935 0.0 0.1 -0.1 0.074
H -3.00970 0.27524 -0.07773 0.1 -0.1 0.0 0.070
H -2.13621 -1.24713 -0.28160 0.0 0.1 0.1 0.075
H -0.87207 1.48134 0.35786 0.0 -0.1 -0.1 0.111
H -0.75532 0.61998 -1.17344 0.0 0.0 0.1 0.113
H 0.36178 -0.30707 1.51472 0.0 0.0 -0.1 0.113
H 0.37582 -1.29248 0.06780 0.0 0.1 0.0 0.114
H 2.38359 0.58647 0.83816 -0.1 -0.1 -0.1 0.116
H 1.53283 1.39602 -0.46329 0.0 -0.1 0.1 0.116
```
Forces are in eV/Å.

## Properties
net charge: 0
multiplicity: 1
gap between HOMO and LUMO: 12.34 eV
ΔE to the lowest compared entry with this formula, charge and spin: 0.194 eV
calculated total energy: -6820.801 eV
HOMO energy: -11.4 eV

=====

Density functional theory data (the ωB97M-V functional and the def2-TZVPD basis) for a single C5H9N molecule in a non-equilibrium geometry.

XYZ file:
```
15
Properties=species:S:1:pos:R:3:forces:R:3:lowdin_charge:R:1
C -0.98927 -1.23893 2.60341 0.9 -0.4 -0.8 0.005
C -0.74052 -1.26549 1.29101 -1.5 0.8 0.0 -0.211
C 0.02113 -0.30317 0.51744 1.8 -1.1 -0.8 -0.118
C 0.34734 -0.53730 -0.76921 -0.6 1.2 0.4 -0.156
N 1.09743 0.41607 -1.53915 -0.6 -0.6 -0.3 -0.135
C 0.34856 1.65598 -1.77882 2.3 0.5 -0.4 -0.132
H -1.57979 -2.04292 3.01718 -0.2 0.3 0.4 0.050
H -0.44142 -0.53557 3.21636 -0.2 -0.1 0.3 0.055
H -1.38170 -1.87611 0.65793 0.4 -0.5 0.1 0.100
H 0.64840 0.46113 0.96931 -0.5 0.3 0.4 0.113
H -0.11491 -1.33351 -1.34629 0.0 -0.1 0.1 0.107
H 2.03753 0.58424 -1.21289 -0.1 0.0 0.2 0.099
H 0.29088 2.27680 -0.88197 -1.0 -0.2 0.2 0.069
H -0.56000 1.46900 -2.33535 -0.3 0.0 0.3 0.078
H 1.01634 2.26979 -2.40897 -0.4 -0.2 -0.2 0.076
```
Forces are in eV/Å.

## Properties
net charge: 0
multiplicity: 1
gap between HOMO and LUMO: 9.71 eV
ΔE to the lowest compared entry with this formula, charge and spin: 2.001 eV
calculated total energy: -6818.994 eV
HOMO energy: -8.7 eV

=====

Density functional theory data (the ωB97M-V functional and the def2-TZVPD basis) for a gas-phase ion, C5H9N2 (charge +1) in a non-equilibrium geometry.

XYZ file:
```
16
Properties=species:S:1:pos:R:3:forces:R:3:lowdin_charge:R:1
C 2.30627 0.09394 0.04672 -3.8 -2.3 -2.2 0.049
N 0.82664 -0.06170 0.14516 -2.0 4.2 0.3 -0.035
C -0.09156 1.27696 0.08623 1.3 -2.8 -0.3 0.052
C -1.38677 1.17683 -0.05868 -2.1 1.6 -0.3 -0.072
C -2.14076 -0.10356 0.00312 2.8 -1.4 -3.5 -0.080
N -1.12974 -1.23292 -0.10930 -1.2 -0.6 0.6 0.080
C 0.15873 -1.16088 0.02345 2.6 -2.3 0.2 -0.130
H 2.51360 0.02734 -0.98300 0.7 -0.2 -1.3 0.101
H 2.52086 1.00592 0.34593 1.2 4.2 1.8 0.049
H 2.71488 -0.65966 0.59001 1.6 -2.0 1.6 0.074
H 0.32846 2.24968 0.08289 1.3 0.3 0.1 0.110
H -2.05988 2.13680 -0.14961 1.7 -1.9 0.2 0.175
H -2.65560 -0.10190 0.88580 -1.6 -0.7 2.2 0.099
H -2.70250 -0.37210 -0.89985 -0.8 1.0 0.5 0.142
H -1.46629 -2.16321 -0.36018 -0.1 0.5 0.4 0.165
H 0.79151 -2.17527 0.05635 -1.6 2.3 -0.4 0.220
```
Forces are in eV/Å.

## Properties
net charge: +1
multiplicity: 1
gap between HOMO and LUMO: 10.51 eV
ΔE to the lowest compared entry with this formula, charge and spin: 2.945 eV
calculated total energy: -8302.788 eV
HOMO energy: -13.9 eV

=====

Density functional theory data (the ωB97M-V functional and the def2-TZVPD basis) for 2 unconnected molecules or ions with the total composition C5H9N2 in a non-equilibrium geometry.

XYZ file:
```
16
Properties=species:S:1:pos:R:3:forces:R:3:lowdin_charge:R:1
C -0.00868 1.21639 0.60970 -2.4 -2.3 -1.2 0.027
C -1.99461 0.10973 -0.43795 1.7 -2.0 -1.1 -0.112
C -1.47396 -1.26444 0.17092 0.6 -0.1 -1.0 -0.055
C 0.53118 -0.05592 0.39694 0.6 -0.5 0.5 -0.039
C 3.45878 -0.17803 -0.26387 0.2 0.2 3.1 0.140
N -1.22875 1.25486 0.03225 1.0 0.3 -0.2 0.067
N 0.07864 -1.14891 0.17662 -0.9 -0.2 -0.8 0.139
H 0.29262 1.99166 1.21764 1.2 1.6 0.8 0.118
H -2.07992 0.09523 -1.54624 0.5 0.0 0.6 0.148
H -2.97976 0.19043 -0.10715 -1.7 0.4 0.8 0.111
H -1.75762 -1.28743 1.21172 -0.2 -0.3 0.3 0.111
H -1.80477 -2.24377 -0.39172 0.7 2.3 1.1 0.166
H 3.29786 0.15374 -1.25193 0.3 1.1 -0.6 -0.010
H 3.21341 -1.19098 -0.12743 -0.3 -1.3 0.1 -0.031
H 3.94690 0.23654 0.70148 -0.8 0.0 -2.4 0.060
H -1.49132 2.12091 -0.39099 -0.5 0.8 0.1 0.160
```
Forces are in eV/Å.

## Properties
net charge: +1
multiplicity: 1
gap between HOMO and LUMO (spin up / spin down): 6.20 / 7.63 eV
ΔE to the lowest compared entry with this formula, charge and spin: 7.430 eV
calculated total energy: -8298.302 eV
HOMO energy (spin up / spin down): -12.4 / -13.3 eV

=====

Density functional theory data (the ωB97M-V functional and the def2-TZVPD basis) for a gas-phase ion, C5H9N2 (charge +1) in a non-equilibrium geometry.

XYZ file:
```
16
Properties=species:S:1:pos:R:3:forces:R:3:lowdin_charge:R:1
C 2.48411 0.47658 0.08773 -1.1 -0.5 0.2 0.010
C 1.10271 -0.10329 -0.22134 2.0 -0.9 2.0 -0.222
C 0.64562 -1.39829 -0.09922 0.4 4.4 -0.8 0.034
N -0.72119 -1.26256 -0.03536 1.2 -1.4 0.5 0.158
C -1.10512 0.01263 0.01645 0.0 -0.7 -1.3 -0.214
C -2.48870 0.52776 -0.00584 3.2 -0.1 1.5 0.073
N 0.01953 0.71003 -0.14825 -1.5 -0.6 0.2 0.187
H 2.89415 0.73607 -0.85542 0.7 1.4 -0.5 0.074
H 2.38413 1.21513 0.90938 0.1 0.2 -1.1 0.106
H 3.20849 -0.20919 0.49340 -0.2 -0.9 0.1 0.083
H 1.31884 -2.19406 -0.06901 0.0 -1.7 0.2 0.130
H -1.13203 -2.14876 0.12526 -1.9 -0.2 0.1 0.176
H -2.82112 0.66524 0.95447 -0.7 0.4 2.6 0.087
H -2.61378 1.41204 -0.48550 0.1 2.7 -1.6 0.078
H -3.11641 -0.12340 -0.40260 -2.7 -3.2 -2.0 0.060
H -0.05923 1.68406 -0.26416 0.6 1.3 0.0 0.179
```
Forces are in eV/Å.

## Properties
net charge: +1
multiplicity: 1
gap between HOMO and LUMO: 10.89 eV
ΔE to the lowest compared entry with this formula, charge and spin: 1.367 eV
calculated total energy: -8304.365 eV
HOMO energy: -13.9 eV

=====

Density functional theory data (the ωB97M-V functional and the def2-TZVPD basis) for 2 unconnected molecules or ions with the total composition C5H9N2 in a non-equilibrium geometry.

XYZ file:
```
16
Properties=species:S:1:pos:R:3:forces:R:3:lowdin_charge:R:1
C 0.29279 2.25049 -0.40122 -0.9 -3.5 0.3 0.042
C 0.56391 0.19545 1.48927 1.0 0.0 2.5 -0.039
C -0.69004 0.50437 0.68974 0.4 -1.8 -0.9 -0.189
C 0.60381 -0.01285 0.05355 0.1 1.8 -0.4 -0.013
C -0.45152 -3.20719 -1.15024 0.2 2.3 -1.5 0.099
N -0.80867 1.81593 0.27285 4.8 0.0 -2.4 0.145
N 1.07653 1.18651 -0.64068 -2.7 0.3 1.9 0.137
H 0.60891 3.19189 -0.78322 -0.6 0.9 0.1 0.163
H 1.19930 0.97512 2.07927 -1.3 -1.2 -1.6 0.173
H 0.34435 -0.63387 2.14174 0.2 -0.4 -0.1 0.115
H -1.57955 -0.14623 0.67061 0.5 0.6 0.6 0.176
H -1.49274 -3.28047 -1.02840 -1.1 -0.1 0.3 -0.034
H 0.14657 -4.01360 -0.86572 1.0 -0.9 0.3 -0.032
H -0.12873 -2.40806 -1.86926 0.0 -1.1 0.9 0.002
H -1.54517 2.30904 0.53941 -3.7 3.2 1.1 0.116
H 1.86025 1.27348 -1.19770 2.0 -0.1 -1.2 0.137
```
Forces are in eV/Å.

## Properties
net charge: +1
multiplicity: 1
gap between HOMO and LUMO (spin up / spin down): 6.29 / 9.46 eV
ΔE to the lowest compared entry with this formula, charge and spin: 7.137 eV
calculated total energy: -8298.595 eV
HOMO energy (spin up / spin down): -11.8 / -13.6 eV

=====

Density functional theory data (the ωB97M-V functional and the def2-TZVPD basis) for a gas-phase ion, C5H9N2 (charge +1) in a non-equilibrium geometry.

XYZ file:
```
16
Properties=species:S:1:pos:R:3:forces:R:3:lowdin_charge:R:1
C 2.55664 0.25189 0.76810 -0.7 -0.1 1.1 0.049
C 1.26235 -0.06352 0.97878 0.5 1.2 -4.1 -0.047
C 0.20332 0.25749 -0.21533 5.7 1.0 -0.3 -0.186
C 0.59121 1.05386 -1.25608 0.2 0.5 0.5 0.125
C -1.09158 -0.26773 -0.28258 -3.7 -0.8 3.5 -0.332
N -2.06170 0.58819 -0.57870 0.3 0.9 -2.1 0.204
N -1.48275 -1.37646 0.40627 1.6 0.1 -0.2 0.212
H 3.39646 0.14025 1.46795 -0.9 -0.4 0.1 0.087
H 2.90040 0.75405 -0.10215 -0.1 0.3 -0.8 0.042
H 0.97029 -0.64054 1.78542 -0.8 -0.8 1.6 0.061
H -0.10829 1.22000 -2.09003 0.5 -0.2 0.3 0.081
H 1.55450 1.66968 -1.33929 -1.6 -1.3 0.4 0.120
H -1.87668 1.41421 -1.22873 -0.5 -1.6 1.7 0.173
H -2.99665 0.28340 -0.38868 -0.5 0.2 -0.5 0.131
H -0.76736 -1.93859 0.87273 -0.2 0.4 -0.5 0.133
H -2.41609 -1.62293 0.73324 0.2 0.5 -0.7 0.145
```
Forces are in eV/Å.

## Properties
net charge: +1
multiplicity: 1
gap between HOMO and LUMO: 8.81 eV
ΔE to the lowest compared entry with this formula, charge and spin: 2.889 eV
calculated total energy: -8302.843 eV
HOMO energy: -13.6 eV

=====

Density functional theory data (the ωB97M-V functional and the def2-TZVPD basis) for a gas-phase ion, C5H9N2 (charge +1) in a non-equilibrium geometry.

XYZ file:
```
16
Properties=species:S:1:pos:R:3:forces:R:3:lowdin_charge:R:1
C -1.28328 1.12147 -0.02496 0.2 1.9 -0.2 -0.049
C -1.93148 0.09968 0.42999 0.2 -1.7 -0.2 0.169
C 1.23885 0.96654 -0.01440 -0.6 -2.5 1.0 -0.218
C -2.60127 -1.17838 0.25111 -1.6 0.6 0.6 -0.020
C 2.74348 -0.83253 -0.10048 0.9 0.1 -0.2 -0.107
N 0.02580 1.61722 -0.05385 -3.6 -1.8 0.5 0.075
N 1.39846 -0.27209 0.02482 -0.6 0.1 -0.8 0.026
H -2.12960 1.89933 -0.31416 1.5 -1.3 0.5 0.227
H 1.93588 1.67968 0.22199 2.4 1.8 -0.2 0.125
H 0.05684 2.46655 -0.50346 0.2 2.4 -0.8 0.114
H -2.50381 -1.48826 -0.76774 0.8 -0.8 -0.5 0.091
H -3.73839 -1.09523 0.25574 0.9 0.7 0.5 0.154
H -2.48271 -1.93561 1.07351 0.4 0.8 -0.7 0.139
H 3.45261 -0.58572 0.74274 -0.8 0.1 -0.9 0.102
H 3.17414 -0.55030 -1.11597 -0.4 -0.2 1.4 0.108
H 2.64446 -1.91235 -0.10486 0.0 -0.1 0.0 0.064
```
Forces are in eV/Å.

## Properties
net charge: +1
multiplicity: 1
gap between HOMO and LUMO: 7.24 eV
ΔE to the lowest compared entry with this formula, charge and spin: 5.956 eV
calculated total energy: -8299.777 eV
HOMO energy: -13.6 eV